120
Properties=species:S:1:pos:R:3:forces:R:3 method="wB97M-V/def2-TZVPD" homo_lumo_gap_ev=10.0 e_lumo_ev=-0.41 multiplicity=1 de_lowest_ev=8.320
H -2.29592 2.13167 4.46327 0.082 0.332 -0.325
H -1.88421 3.39814 5.30246 0.111 -0.065 -0.582
O -2.31918 2.54687 5.32815 -0.584 -0.579 1.119
H 0.27268 -0.36256 -4.13604 0.294 0.337 -0.830
H -0.14281 -0.96655 -5.41391 0.103 -0.125 -0.417
O 0.55346 -0.38680 -5.08413 -0.201 -0.554 0.845
H -4.16557 4.47762 -2.78302 0.570 0.856 0.349
H -5.46145 3.98982 -2.74812 -0.847 0.472 0.543
O -4.98277 4.71505 -2.30910 0.353 -1.407 -0.958
H 0.88095 -0.26080 3.18900 -0.221 -0.324 0.003
H 0.43686 1.05690 3.69687 -0.134 0.023 0.155
O 0.10448 0.15927 3.58468 0.405 -0.109 -0.197
H -4.49339 -3.80799 0.97372 -0.272 -0.263 -0.164
H -4.31879 -5.23466 1.64124 -0.557 0.146 -0.338
O -4.13804 -4.29378 1.72353 -0.004 -0.290 0.944
H -3.98581 1.10243 -5.50545 0.783 -0.646 -0.551
O -3.46031 0.93819 -4.70567 -1.772 0.327 -0.625
H 0.59132 -5.52390 1.55022 -0.022 0.408 1.121
O 1.42441 -5.08616 1.40454 0.877 0.052 -2.030
H -3.47936 1.07891 2.20170 0.007 0.144 -0.102
H -2.21571 0.20087 2.35638 0.218 -0.244 -0.255
O -2.63669 1.00422 2.65700 0.187 -0.089 0.675
H 1.49680 0.62360 0.36719 -0.154 -0.454 0.234
H 0.15019 0.43711 1.20095 0.148 -0.323 0.008
O 0.68887 1.03177 0.67650 0.049 1.267 -0.012
H 2.66601 -2.51208 1.35683 0.340 -0.460 0.023
H 3.18556 -1.19139 0.77360 0.289 -0.334 0.160
O 2.44733 -1.59192 1.24384 -0.187 1.051 0.229
H 2.38663 -4.44149 -3.16993 -0.550 0.002 -0.224
H 3.17658 -4.83675 -1.99758 0.298 -0.681 0.227
O 2.28637 -4.90977 -2.33526 0.071 0.391 -0.386
H 4.37090 1.36102 -3.08956 -0.194 -0.412 -0.320
O 4.49364 2.07713 -3.72270 0.070 -0.191 0.020
H -1.93426 2.97581 -4.57272 -0.077 0.111 -0.263
H -2.06817 3.26715 -3.12620 -0.198 0.057 -0.010
O -2.57092 3.36981 -3.94953 0.428 0.191 0.585
H 4.12899 -2.30745 -4.04002 -0.091 1.010 -0.226
H 4.70266 -3.48226 -3.51815 0.857 -0.415 0.442
O 4.96460 -2.56390 -3.64116 -0.667 -0.562 -0.464
H -0.81800 -3.52849 2.42695 -0.207 -0.348 0.269
H -1.34236 -2.35932 3.27666 0.063 -0.238 0.083
O -0.83133 -2.57246 2.48524 0.145 0.843 0.008
H 0.37703 4.99045 1.82014 -0.065 -0.270 0.107
H 0.96384 3.57859 1.39419 -0.529 1.368 -0.297
O 0.64387 4.46940 1.05711 0.496 -0.317 -0.184
H -2.65868 -4.43901 0.63481 0.191 0.886 0.606
H -1.96916 -2.95660 0.59630 -0.224 -0.312 0.584
O -2.20254 -3.76234 0.12697 0.753 -0.300 -1.800
H -1.68708 0.20587 -2.60914 -0.374 -0.082 -0.292
H -1.79490 0.82638 -4.05336 -0.142 -0.137 0.332
O -1.18650 0.61415 -3.32248 0.620 -0.117 0.782
H -5.41190 2.17425 -0.21588 0.064 -0.137 -0.006
O -5.83812 1.51455 0.34290 -0.517 -0.243 -0.585
H 4.04902 1.84785 -1.71663 -0.486 0.621 1.057
H 2.76738 1.02396 -1.25127 -0.220 -0.090 -0.704
O 3.71751 1.14690 -1.14214 0.671 -0.298 0.329
H -0.18067 -1.70533 0.95296 0.122 -0.522 -0.245
O 0.03981 -1.74911 0.00730 0.278 -0.600 -0.617
H 0.96029 3.12068 -2.94791 -0.263 0.240 0.291
H 1.03411 4.47258 -2.22090 -0.023 0.702 -0.202
O 0.79920 3.55998 -2.09043 0.121 -0.641 0.211
H 3.15757 -2.27770 3.84687 0.395 0.153 0.814
H 4.39464 -3.36220 3.99902 -0.188 0.501 0.768
O 3.69237 -2.97492 3.47957 -0.296 -0.830 -1.628
H 0.60574 -2.06078 5.71969 -0.793 0.181 1.006
H 1.53342 -3.06851 5.48550 0.312 -0.962 0.605
O 0.95472 -2.81796 6.22338 0.430 0.753 -1.627
H -1.56369 -5.75664 3.55646 0.169 -0.039 0.213
H -2.81200 -4.93217 3.66446 -0.260 0.358 -0.001
O -1.86353 -4.87593 3.80657 0.164 -0.403 -0.252
H -0.37245 2.63827 0.01371 0.323 -0.452 0.426
H -0.82840 3.67897 -0.90636 -0.089 0.104 -0.003
O -1.18834 3.02358 -0.30010 -1.116 -0.069 -0.369
H -5.42592 -0.70267 -0.29619 0.118 -0.169 -0.079
H -6.83634 -0.43296 -0.50891 -0.415 0.088 -0.069
O -6.19555 -1.12069 -0.70002 0.297 0.007 0.150
H 2.51736 2.60366 -4.90454 1.081 0.177 0.674
H 2.60800 3.60901 -3.59739 1.111 -0.631 -0.442
O 2.11134 3.27076 -4.34529 -1.299 0.549 -0.490
H -0.11020 2.87314 3.63672 0.120 -0.460 -0.315
H -1.21060 3.46867 2.67962 0.249 -0.509 -0.023
O -0.69134 3.60640 3.48023 -0.144 1.338 0.043
H -0.93271 -2.26209 -2.28008 0.102 0.138 0.140
H -1.69245 -3.48308 -1.86744 -0.281 -0.349 0.637
O -1.41873 -3.00351 -2.64622 0.180 0.306 -0.669
H 2.77919 2.42118 1.42192 0.697 0.962 -0.022
H 2.36886 3.67884 2.46200 1.212 0.125 -0.622
O 2.25007 2.79010 2.13070 -1.156 -1.355 1.204
H 4.10626 -0.77274 -0.75852 -0.016 0.273 -0.284
O 4.77254 -1.41384 -1.02026 -0.085 -0.213 0.478
H 0.08188 1.29292 -5.44154 -0.447 0.369 -0.020
H 0.63383 2.58781 -4.91985 -0.708 0.385 -0.192
O -0.16776 2.24298 -5.35175 0.396 -0.437 -0.138
H -5.88870 1.96295 1.18605 0.032 -0.118 0.276
H -4.04479 1.49156 -4.16418 0.830 -0.025 0.828
H 0.41807 -2.61614 -0.18876 0.033 -0.094 0.493
H 1.91421 -4.55704 2.02970 -0.889 -0.387 1.045
H 5.24434 1.76959 -4.22785 0.402 0.098 -0.355
H 5.28222 -0.86805 -1.62527 0.199 -0.309 -0.147
O 4.21655 -4.79859 -0.16138 0.229 -1.003 -0.422
H 3.71093 -4.16643 -0.67394 0.111 0.821 0.928
H 4.49727 -4.45858 0.68646 -0.102 0.581 -0.088
O 1.56332 -0.29411 -1.63222 -0.002 0.296 -0.431
H 1.17164 -0.72856 -0.85323 -0.422 -0.553 0.001
H 0.79456 0.09110 -2.07553 0.059 0.068 0.021
O 3.79098 0.38319 3.44624 -0.024 1.082 0.019
H 3.09270 0.02718 2.89329 0.205 -0.577 0.028
H 4.20751 -0.28094 3.98849 -0.073 -0.539 -0.125
O 3.70784 3.80103 -1.01832 0.848 -0.935 -0.742
H 4.18225 4.54446 -0.65373 -0.794 0.504 0.185
H 2.74979 3.79878 -1.03863 -0.280 0.803 0.564
O -3.99494 2.86907 1.57250 0.256 2.186 -0.705
H -3.26116 3.27356 1.07289 0.705 -1.028 0.092
H -4.55948 3.64953 1.45463 -0.592 -0.269 0.583
O -2.26241 -1.17493 5.62040 -0.343 0.536 -1.393
H -1.79110 -0.61723 4.98025 0.869 0.044 0.496
H -3.12808 -0.94716 5.24644 -0.408 -0.441 0.728
O -1.58249 -0.01297 -0.08214 -0.873 -0.006 -0.104
H -1.08095 0.62175 -0.60022 0.076 0.459 0.169
H -2.49472 0.11302 -0.33867 -0.392 0.261 0.008

***

18
Properties=species:S:1:pos:R:3:forces:R:3 method="wB97M-V/def2-TZVPD" homo_lumo_gap_ev=9.2 e_lumo_ev=1.01 multiplicity=1 de_lowest_ev=2.823
C 2.65519 -0.14370 -0.08521 0.610 -1.815 -0.519
C 1.18204 -0.07060 -0.08571 -1.241 2.154 0.103
C 0.73088 1.20233 -0.01337 -0.258 -2.251 -0.250
C -0.61418 1.49583 0.46531 -2.667 -1.105 -0.498
C -1.70099 0.74132 -0.40633 0.681 0.694 0.745
C 0.26792 -1.30498 -0.12800 1.262 -1.156 2.639
H 3.14070 0.79457 -0.03331 0.013 1.288 0.028
H 2.97074 -0.56296 -1.03054 0.694 -0.786 -0.076
H 3.06559 -0.67251 0.79689 -0.305 -0.311 -0.611
H 1.30574 2.00344 -0.39514 1.036 0.749 0.420
H -0.72520 0.98150 1.47156 -0.067 1.198 -0.874
H -0.80194 2.58068 0.42920 -0.220 -0.536 0.430
H -2.30037 1.24395 -1.14733 -0.155 0.571 0.026
H -1.45220 -2.14000 0.64423 0.028 0.045 -0.225
H 0.81701 -2.03534 0.54410 -0.597 0.392 -0.732
H 0.24481 -1.80600 -1.10601 -0.095 0.547 -0.166
N -1.97495 -0.49300 -0.32360 0.436 -0.477 0.169
N -1.08077 -1.20820 0.51592 0.846 0.798 -0.611

***

9
Properties=species:S:1:pos:R:3:forces:R:3 method="wB97M-V/def2-TZVPD" homo_lumo_gap_ev="6.6 / 7.2" total_charge=+1 e_lumo_ev="-5.58 / -11.03" multiplicity=3 de_lowest_ev=2.243
C 0.08088 1.02810 -0.01453 -8.334 -0.278 -0.165
C 1.63389 -0.64330 0.00072 2.582 3.594 0.039
C -0.55165 -0.33009 -0.01422 -4.512 0.555 0.109
N 0.55608 -1.19885 -0.00961 0.096 1.195 -0.043
O 1.30673 1.00097 -0.00320 9.001 -4.756 0.065
H -0.47581 1.96019 -0.00143 0.333 -0.116 0.010
H 2.66810 -0.91470 0.00788 0.491 -0.025 0.006
H -1.19364 -0.49812 0.86470 0.131 -0.137 0.038
H -1.21859 -0.52875 -0.86791 0.212 -0.031 -0.058